# 1
ORCA calculation (the ωB97M-V functional and the def2-TZVPD basis) on a molecular structure, C50H42BrN5O8P3Sm.

Each line ends with the Mulliken charge.
Positions of all 110 atoms, in Å:
C 0.7348 -3.5108 3.7231  1.613
H -2.9159 -3.1276 2.4774  0.536
C 0.3900 -1.9308 -1.6477  1.603
H 5.1636 1.9259 3.0750  0.573
H 4.1057 3.4940 -0.7184  0.660
H 3.7002 -2.4219 4.9512  0.495
C -2.5468 3.9475 -1.7932  -0.552
H -2.9001 3.7776 0.9603  0.676
C -3.9206 -4.5787 -1.4440  -0.819
N 4.1040 -2.5687 0.6170  1.003
C -2.0878 -3.6447 -0.2112  -0.779
C 3.6133 0.7176 2.2956  1.096
N -1.5734 0.0501 -1.6107  0.498
H -4.6188 -5.3840 -1.6170  0.396
C -4.6428 1.0400 3.0278  -0.802
H 1.7035 -2.2286 -4.7435  0.494
C 1.5335 -2.4257 -3.6949  -0.661
Sm 0.3566 0.4707 1.4144  -0.186
H 1.5674 1.1932 -2.5013  -0.014
N 7.3050 0.8280 1.9150  1.030
C -5.2650 2.2347 2.7919  -0.450
C -0.7245 1.9739 -3.2478  0.815
C 2.4362 1.6681 -2.0536  -1.269
C -3.3657 0.7749 2.5017  0.355
H 0.4665 3.7164 -2.8973  0.471
H 0.3393 3.8272 -0.4997  -0.003
C 3.2652 -0.4355 1.5127  1.342
H 1.6253 4.2955 0.6148  0.520
C -2.1464 -2.4796 -0.9667  1.328
H 4.5640 1.9056 -0.0821  0.268
C -1.1131 -2.0919 2.9341  0.311
C -1.9035 -3.2213 2.8464  -0.414
H 2.9751 -4.0059 -3.6104  0.391
H 2.4988 -4.5442 4.4309  0.449
C 2.2472 -3.4285 -3.0603  -0.910
P 2.1302 2.1411 -0.2898  2.054
H -1.8863 0.3144 -3.9554  0.268
H 3.9451 3.1519 1.0127  0.372
H 0.0440 -0.8992 -3.4945  0.252
H 2.5963 -0.2746 4.5101  0.826
N -1.5576 -0.8202 2.5649  0.399
C -1.2554 1.1467 -4.2303  -0.951
C 5.6847 -0.8587 1.2269  -0.156
H 0.0745 2.5847 -6.9891  0.385
C 1.4182 3.8439 -0.3560  -1.182
C -0.1708 2.4280 -5.9479  -0.715
O 3.1660 -3.1845 1.0923  -0.474
C -3.3887 3.0046 1.5328  -0.675
H -5.9667 2.3698 -1.0645  0.445
C -3.8618 2.0425 -1.1967  -0.630
C 0.3207 3.2891 -4.9817  -0.917
H 0.9270 4.1348 -5.2736  0.451
C -2.7112 1.7646 1.6930  -0.184
C 2.6046 1.6094 3.0610  -0.203
C -5.0079 2.8165 -1.2823  -0.812
O 7.4872 1.9341 2.3859  -0.636
O 1.4792 1.8467 2.5127  -0.562
C -0.9761 1.3680 -5.5678  -0.520
H -3.9650 1.0144 -0.8706  0.234
H 1.9041 4.4362 -1.1314  0.431
H -1.3855 0.7063 -6.3180  0.458
H 0.9742 -3.0999 0.0520  0.152
O 2.0843 -0.7257 1.1272  0.613
C 4.3714 -1.2702 1.1314  -1.350
C -4.9271 4.1542 -1.6209  -0.725
O 8.1893 0.1177 1.4746  -0.654
H -1.3351 -3.7316 0.5570  0.323
C -3.6878 4.7214 -1.8682  -0.788
C 0.5995 -1.6788 -2.9958  -0.513
P -1.0153 1.6778 -1.4358  0.467
C -1.3896 -4.4914 3.1459  -0.838
P -0.9075 -1.1699 -0.6048  0.878
C 0.2272 -2.2213 3.4121  -0.031
C 4.9315 1.0641 2.4648  -0.391
H -4.6708 -3.3655 -3.0388  0.473
C 5.9669 0.3437 1.8560  -1.162
O -1.5786 1.5536 1.1108  0.195
C 2.7103 -2.4205 4.5205  -0.940
H -2.0336 -5.3544 3.0414  0.408
H 2.5904 -4.4603 -1.2115  0.532
H -3.6176 5.7703 -2.1133  0.456
H -2.9284 -5.5713 0.1698  0.476
C 2.0980 -1.1911 4.2258  -0.650
C -2.6168 2.5916 -1.4781  0.895
C -2.9727 -4.6819 -0.4399  -0.604
N 0.9283 -1.0800 3.6353  -0.361
C -3.9539 -3.4434 -2.2345  -0.752
H -5.1382 4.1764 1.8870  0.473
O 4.8367 -3.0143 -0.2447  -0.657
Br -7.0029 2.5494 3.5072  -0.221
C -2.7660 -0.4670 2.8580  -0.354
H 3.2466 0.9392 -2.0331  0.591
C 2.0342 -3.6855 -1.7151  -0.643
C 0.0516 3.0576 -3.6447  -0.157
H -3.1131 -1.5398 -2.6503  0.312
C -0.0916 -4.6421 3.5520  -1.065
C 1.1183 -2.9304 -1.0086  -1.174
H -5.8205 4.7560 -1.6771  0.412
O 2.9726 2.0445 4.1395  -0.731
H -2.5892 0.0262 -1.5446  -0.293
C 2.0463 -3.5823 4.2396  -0.953
H -3.3958 -1.1227 3.4735  0.487
H -5.1301 0.2915 3.6352  0.538
H 0.3088 -5.6216 3.7663  0.459
C -4.6347 3.2343 2.0482  -0.519
C -3.0750 -2.3997 -1.9996  -0.532
H 2.7408 2.5170 -2.6625  0.388
H -1.5854 4.4034 -1.9810  0.230
H 6.4738 -1.4765 0.8233  0.698
C 3.8570 2.7262 0.0161  -1.419

The spin multiplicity is 6. As for the lowest unoccupied orbital energy (spin up / spin down): -0.810 / -0.806 eV. For the calculated total energy, the calculation gives -7062.30260 Eh. The molecular weight is 1164.10 Da. As for the HOMO-LUMO gap (spin up / spin down): 7.28 / 7.30 eV. As for the expectation value of S²: 8.76.

---

# 2
ORCA calculation (the ωB97M-V functional and the def2-TZVPD basis) on a molecular structure, C50H42Cl3NO4PPbS.

Each line ends with the Mulliken charge.
Positions of all 103 atoms, in Å:
C 0.1095 -0.0274 -3.5323  -2.294
O -1.1040 1.6981 0.2846  -0.845
C -0.5535 -4.4946 0.7395  -0.731
C -2.3810 4.2200 2.8794  -0.526
H -0.1818 -2.1426 5.4153  0.496
C 2.8895 -0.0636 2.2843  -0.741
H 2.3956 3.7419 2.6029  0.443
C -0.0809 -0.8609 7.1372  -0.597
H -3.2292 2.9548 1.2996  0.470
C -3.2000 -2.2099 -3.0986  -1.612
C -1.5516 5.1145 1.9348  -0.751
H -2.2104 5.7434 1.3380  0.296
C -4.5689 0.1265 -0.4610  -0.823
H 7.7948 0.0948 0.8375  0.423
Pb -0.5014 -0.5842 0.0467  2.730
H -6.2686 1.3565 -0.7242  0.472
C 1.8730 2.2394 -3.6066  -0.899
H 6.7884 -2.6554 -2.2832  0.422
H -4.1329 -5.9583 -0.9451  0.354
C 2.5844 1.8842 3.6544  -0.275
C 4.7631 -0.5891 -0.5121  0.444
H 4.7327 3.8663 -2.8034  0.440
C -0.2936 -1.5183 -5.4006  -1.007
P 2.9917 -0.1698 -0.4587  0.326
C 2.6663 2.0934 1.2577  -0.433
H -6.6800 0.6474 -3.0701  0.434
S -0.9308 2.5086 1.5657  0.705
C 2.9331 1.2076 -1.6760  0.312
C 2.8943 3.1738 -3.6708  -0.904
H -3.3375 4.6742 3.1322  0.441
H 1.3421 -4.2196 -0.2428  0.443
C -0.6564 -0.3572 3.4901  0.291
O -2.6819 -1.2523 -0.3364  -0.238
H -1.1043 4.2139 -0.0306  0.377
C -0.1731 0.4407 7.6097  -0.442
C 2.7666 0.5120 3.5353  -0.935
H -4.2182 -4.9844 -2.4360  0.265
H 8.4836 -1.5880 -0.8339  0.393
H 5.4225 0.7334 1.0489  0.362
C -4.4608 -5.0075 -1.3694  -0.850
H -5.5351 -4.9035 -1.2437  0.301
H -0.8006 2.0202 4.6808  0.375
H 2.7948 -0.1090 4.4209  0.375
C -1.5559 -0.9635 -5.5457  0.230
H -0.0397 0.6464 8.6633  0.403
H -4.3778 0.4352 0.5582  0.588
H 4.7687 2.1239 -1.0669  0.520
C 1.9064 1.2695 -2.6148  -0.656
H 4.4064 -2.0384 -2.0524  0.262
C -2.5808 2.8849 2.1758  -1.069
H -0.5134 2.4943 7.0905  0.415
H -5.2098 -1.0253 -4.1000  0.472
O -3.8674 -3.9121 -0.6734  -0.417
C -0.4393 1.4779 6.7259  -0.644
H -2.9116 2.0717 2.8200  0.476
H -2.5880 -4.6886 1.4327  0.490
C -1.9311 -4.4168 0.6175  -0.319
C 6.4909 -1.9079 -1.5598  -0.617
C 7.0555 -0.3633 0.1937  -0.796
C -0.3011 -3.6862 -1.5056  -0.340
C -0.2519 -1.1294 5.7885  -0.459
C 7.4420 -1.3097 -0.7446  -0.521
C 0.2664 -4.1484 -0.3287  -0.505
C 3.9444 2.1638 -1.7698  0.371
C -5.8512 0.2277 -2.5191  -0.984
C -0.6090 1.2139 5.3772  0.074
H 2.6415 2.7208 0.3737  0.436
C -2.5093 -3.9779 -0.5652  0.307
C -0.7314 -0.5804 2.2973  -2.122
C 0.5302 -1.0385 -4.3952  1.232
C 5.7212 -0.0021 0.3091  -0.339
H -3.4581 -2.2443 -4.1523  0.718
H 0.3333 4.4484 0.9713  0.414
C -3.9417 -1.2824 -2.3614  1.426
Cl 2.1059 -1.7067 -4.1907  -0.164
C -3.6683 -0.8308 -1.0185  0.331
C -0.7299 4.2162 0.9929  -0.758
H -0.1170 -4.8371 1.6678  0.442
H 0.1234 -1.6720 7.8234  0.412
C -0.5167 -0.0924 4.8928  0.596
N -2.2253 -3.0743 -2.8296  0.479
C 5.1559 -1.5565 -1.4355  -0.510
H 2.8756 3.9291 -4.4449  0.433
H 3.0165 -1.1377 2.1993  0.377
H -1.8467 4.0626 3.8188  0.200
H 0.3255 -3.3690 -2.3311  0.246
C -1.1590 0.5170 -3.7169  1.393
Cl -1.7063 1.7515 -2.6506  -0.062
C 2.8531 0.7216 1.1282  0.681
H -2.9768 0.4934 -4.8502  0.563
H 1.0598 2.2678 -4.3171  0.532
C 3.9320 3.1416 -2.7499  -1.099
C -1.9945 0.0608 -4.7249  -0.658
O 0.8852 0.3311 -2.4681  1.394
H 2.4750 2.3320 4.6334  0.439
C -1.6824 -3.5757 -1.6133  0.080
C -5.6091 0.6282 -1.1805  -0.476
C 2.5323 2.6701 2.5156  -0.639
C -5.0328 -0.6936 -3.0830  -0.918
Cl -2.6236 -1.5873 -6.7572  -0.151
H 0.0485 -2.3033 -6.0595  0.515
H -1.8226 -3.4994 -3.6541  0.489
H -0.9056 5.7799 2.5041  0.299

Its net charge is +1. As for the lowest unoccupied orbital energy: -2.978 eV. For the calculated total energy, the calculation gives -4598.95420 Eh. Its energy above the lowest of the compared OMol25 structures with the same formula, charge and spin is 0.00 kcal/mol. The molecular weight is 1097.49 Da. As for the HOMO-LUMO gap: 7.19 eV.